Record 1
This record from the OMol25 dataset describes C46H46F3N3O5S5SiTl as an isolated structure. The level of theory is wB97M-V/def2-TZVPD.

Geometry as XYZ:
```
110
Properties=species:S:1:pos:R:3
Tl 0.66 -0.46 0.82
S 3.58 7.31 0.71
C 5.27 7.26 0.51
C 5.70 6.03 0.10
C 4.63 5.11 -0.06
C 3.41 5.66 0.23
C 2.09 5.02 0.18
C 1.95 3.64 0.36
N 0.79 3.00 0.32
C -0.31 3.71 0.09
C -0.29 5.09 -0.10
C -1.53 5.80 -0.35
C -2.73 5.19 -0.41
C -2.82 3.77 -0.22
C -4.04 3.11 -0.22
C -4.09 1.73 -0.05
C -2.82 0.98 0.00
N -1.61 1.72 0.13
C -1.60 2.99 0.01
C -5.32 1.03 0.03
C -5.52 -0.28 0.43
C -6.86 -0.67 0.38
C -7.67 0.34 -0.07
S -6.83 1.76 -0.41
C 0.94 5.75 -0.05
H 5.87 8.14 0.71
H 6.74 5.79 -0.09
H 4.76 4.10 -0.41
H 2.82 3.03 0.57
H -1.47 6.87 -0.50
H -3.64 5.75 -0.59
H -4.94 3.69 -0.34
H -2.80 0.23 0.82
H -4.72 -0.92 0.79
H -7.22 -1.65 0.67
H -8.74 0.30 -0.21
H 0.98 6.82 -0.22
C -0.99 -3.27 2.57
Si -2.32 -3.30 1.26
C -3.89 -3.04 2.32
C -2.69 -4.96 0.48
N -2.42 -1.74 0.39
C -2.80 -1.45 -0.77
C -2.64 0.01 -1.24
C -3.41 0.40 -2.46
C -4.01 -0.51 -3.22
C -3.96 -1.93 -2.87
C -3.36 -2.37 -1.76
H -1.27 -4.01 3.33
H -1.00 -2.29 3.07
H 0.02 -3.48 2.25
H -3.99 -3.83 3.07
H -4.80 -3.08 1.71
H -3.90 -2.09 2.87
H -2.16 -5.72 1.06
H -2.36 -5.08 -0.55
H -3.76 -5.18 0.55
H -1.57 0.12 -1.49
H -3.38 1.44 -2.77
H -4.50 -0.21 -4.14
H -4.42 -2.64 -3.55
H -3.33 -3.43 -1.52
C -0.11 2.49 4.19
S -0.42 0.76 4.53
C -2.14 0.74 4.01
O 0.34 0.00 3.49
H -0.80 3.11 4.75
H -0.22 2.64 3.11
H 0.91 2.70 4.49
H -2.74 1.30 4.73
H -2.45 -0.31 4.00
H -2.21 1.16 3.01
F -0.01 -5.96 -1.54
C 0.85 -5.49 -0.63
F 2.07 -5.93 -0.92
F 0.49 -5.97 0.57
S 0.82 -3.65 -0.62
O 1.72 -3.29 0.46
O 1.21 -3.27 -1.94
O -0.58 -3.35 -0.30
O 2.65 0.16 -0.76
S 4.04 0.74 -0.73
C 4.68 0.48 -2.41
C 4.93 -0.96 -2.77
C 6.23 -1.43 -2.90
C 6.47 -2.77 -3.16
C 5.40 -3.65 -3.28
C 4.10 -3.19 -3.15
C 3.86 -1.84 -2.90
C 5.02 -0.48 0.18
C 4.49 -0.58 1.58
C 3.82 -1.73 1.98
C 3.33 -1.84 3.27
C 3.50 -0.80 4.17
C 4.15 0.36 3.78
C 4.64 0.47 2.48
H 5.58 1.10 -2.50
H 3.89 0.92 -3.02
H 7.07 -0.74 -2.80
H 7.48 -3.13 -3.27
H 5.59 -4.70 -3.48
H 3.26 -3.86 -3.23
H 2.84 -1.49 -2.77
H 6.07 -0.16 0.14
H 4.92 -1.42 -0.36
H 3.67 -2.53 1.27
H 2.80 -2.74 3.56
H 3.12 -0.89 5.18
H 4.29 1.17 4.48
H 5.15 1.38 2.17
```

Summary:
LUMO energy = -5.400 eV
ΔE to the lowest compared entry with this formula, charge and spin = 2.599 eV
net charge = +1
largest force on an atom = 0.78 eV/A

***

Record 2
This record from the OMol25 dataset describes a 6-piece molecular cluster, C46H47BrClF5IN3O3P overall at a distorted geometry. The level of theory is wB97M-V/def2-TZVPD.

Geometry as XYZ:
```
108
Properties=species:S:1:pos:R:3
C 5.73 0.48 -1.93
O 4.81 1.57 -2.22
C 5.03 2.70 -1.33
C 3.69 3.62 -1.38
C 2.52 2.74 -0.74
C 1.20 3.54 -0.31
N 1.46 5.01 -0.12
C 0.35 5.47 0.73
N 0.53 6.10 1.91
N -1.00 5.18 0.27
I -2.11 4.13 1.65
C -1.04 4.62 -1.11
P -2.83 4.28 -1.71
O -3.92 5.40 -1.01
Br -2.76 4.90 -3.92
C -0.03 3.39 -1.37
Cl 0.74 3.63 -3.03
C -0.64 1.93 -1.13
C -1.30 1.22 -2.39
O -1.77 1.75 -3.42
C -1.42 -0.39 -2.31
C -1.75 -0.93 -0.87
C -1.95 -2.45 -0.63
C -1.81 -3.38 -1.87
C -1.46 -2.86 -3.28
C -1.27 -1.33 -3.52
H 6.29 0.59 -0.93
H 5.14 -0.51 -1.96
H 6.49 0.43 -2.80
H 5.92 3.30 -1.72
H 5.25 2.37 -0.25
H 3.91 4.60 -0.85
H 3.48 3.75 -2.51
H 2.27 1.84 -1.43
H 2.94 2.26 0.22
H 0.83 3.10 0.68
H 2.31 5.19 0.45
H 0.10 5.78 2.80
H 1.17 6.90 1.97
H -0.66 5.47 -1.80
H -4.75 4.91 -0.83
H -1.41 1.87 -0.28
H 0.23 1.25 -0.79
H -1.87 -0.23 0.04
H -2.19 -2.83 0.43
H -1.98 -4.50 -1.71
H -1.33 -3.55 -4.18
H -1.05 -0.88 -4.54
F -2.41 -6.23 -0.12
C -3.53 -6.75 -0.66
C -4.59 -5.91 -0.97
C -5.74 -6.44 -1.53
C -5.83 -7.82 -1.76
C -4.77 -8.65 -1.43
C -3.61 -8.12 -0.88
H -4.50 -4.85 -0.78
H -6.57 -5.79 -1.78
H -6.74 -8.23 -2.19
H -4.84 -9.72 -1.61
H -2.76 -8.75 -0.63
F -7.47 -4.90 1.11
C -7.06 -5.57 2.20
C -6.22 -6.67 2.05
C -5.80 -7.36 3.18
C -6.23 -6.95 4.45
C -7.07 -5.86 4.58
C -7.49 -5.16 3.45
H -5.91 -6.97 1.06
H -5.14 -8.21 3.08
H -5.90 -7.50 5.33
H -7.41 -5.55 5.56
H -8.14 -4.30 3.54
F 4.26 9.33 -2.02
C 3.15 8.81 -2.55
C 2.09 9.65 -2.87
C 0.93 9.11 -3.42
C 0.84 7.74 -3.65
C 1.91 6.91 -3.32
C 3.07 7.45 -2.78
H 2.17 10.72 -2.68
H 0.10 9.76 -3.68
H -0.06 7.32 -4.08
H 1.84 5.84 -3.50
H 3.92 6.82 -2.53
F 8.74 0.41 -3.64
C 9.69 1.05 -2.93
C 9.32 2.10 -2.11
C 10.30 2.76 -1.36
C 11.63 2.35 -1.45
C 11.98 1.29 -2.28
C 11.01 0.63 -3.02
H 8.28 2.41 -2.06
H 10.02 3.58 -0.71
H 12.39 2.87 -0.87
H 13.02 0.98 -2.35
H 11.26 -0.20 -3.66
F -5.81 -3.63 6.43
C -4.84 -4.26 7.10
C -5.05 -4.65 8.41
C -4.04 -5.32 9.10
C -2.82 -5.58 8.47
C -2.62 -5.18 7.15
C -3.63 -4.52 6.46
H -6.00 -4.44 8.89
H -4.20 -5.64 10.12
H -2.03 -6.09 9.01
H -1.67 -5.37 6.66
H -3.49 -4.21 5.43
```

Summary:
LUMO energy = -5.018 eV
net charge = +1
largest force on an atom = 4.34 eV/A

***

Record 3
This record from the OMol25 dataset describes C46H47BrN4O5TeV as an isolated structure at a distorted geometry. The level of theory is wB97M-V/def2-TZVPD.

Geometry as XYZ:
```
105
Properties=species:S:1:pos:R:3
V 0.07 -0.38 -0.30
O -1.46 3.23 0.41
C -1.22 2.11 0.03
N -0.08 1.38 0.35
C 0.49 1.67 1.66
C 0.01 0.62 2.64
C 0.42 0.59 3.96
C -0.10 -0.39 4.79
C -1.01 -1.31 4.26
C -1.33 -1.22 2.93
N -0.83 -0.27 2.12
C -2.29 1.26 -0.60
C -3.53 1.75 -0.93
C -4.52 0.84 -1.30
C -4.24 -0.51 -1.30
C -2.96 -0.93 -0.96
N -2.02 -0.06 -0.61
H 1.58 1.68 1.61
H 0.15 2.66 1.97
H 1.12 1.32 4.33
H 0.19 -0.45 5.83
H -1.44 -2.09 4.88
H -2.01 -1.93 2.47
H -3.71 2.81 -0.88
H -5.51 1.19 -1.57
H -4.98 -1.25 -1.57
H -2.68 -1.98 -0.97
C 1.54 -4.66 -1.36
C 2.94 -4.19 -1.07
O 2.95 -2.77 -1.02
C 4.26 -2.23 -1.19
C 4.19 -0.75 -1.50
H 1.55 -5.71 -1.66
H 1.12 -4.08 -2.19
H 0.88 -4.56 -0.50
H 3.62 -4.53 -1.86
H 3.32 -4.60 -0.12
H 4.75 -2.76 -2.01
H 4.85 -2.41 -0.28
H 3.55 -0.56 -2.35
H 5.19 -0.39 -1.74
H 3.83 -0.18 -0.64
C 0.14 8.83 -5.44
C 0.04 7.42 -4.92
C 0.12 6.34 -5.78
C 0.03 5.03 -5.32
C 0.14 3.93 -6.35
C -0.14 4.80 -3.95
Te -0.22 2.82 -3.22
N 0.23 -0.36 -1.91
C 0.42 -1.10 -3.13
O 1.53 -1.47 -3.41
C -0.80 -1.43 -3.90
C -0.77 -2.58 -4.68
C -1.86 -2.91 -5.47
C -2.97 -2.07 -5.48
C -3.00 -0.92 -4.71
C -1.92 -0.60 -3.91
C 1.73 2.24 -3.79
C 1.87 1.35 -4.85
C 3.13 0.91 -5.23
C 4.25 1.37 -4.56
C 4.10 2.27 -3.51
C 2.85 2.71 -3.10
C 2.74 3.68 -1.95
C -0.23 5.88 -3.06
C -0.46 5.75 -1.58
C -0.14 7.17 -3.57
H 0.38 8.85 -6.50
H 0.90 9.40 -4.90
H -0.81 9.36 -5.30
H 0.26 6.51 -6.84
H -0.27 4.26 -7.30
H -0.38 3.02 -6.04
H 1.19 3.66 -6.51
H 0.12 -3.21 -4.67
H -1.84 -3.80 -6.07
H -3.82 -2.32 -6.12
H -3.86 -0.27 -4.74
H -1.91 0.31 -3.33
H 0.99 1.00 -5.37
H 3.23 0.21 -6.05
H 5.23 1.04 -4.85
H 4.98 2.63 -2.99
H 3.72 3.89 -1.53
H 2.11 3.27 -1.15
H 2.28 4.62 -2.26
H -0.20 4.76 -1.19
H -1.51 5.92 -1.33
H 0.13 6.49 -1.04
H -0.20 8.01 -2.88
Br 4.13 -0.62 2.46
C 3.28 -2.29 2.61
C 3.87 -3.20 3.49
C 3.30 -4.44 3.70
C 2.12 -4.79 3.06
C 1.54 -3.90 2.18
C 2.11 -2.65 1.94
C 1.43 -1.80 0.95
O 1.80 -0.64 0.61
O 0.31 -2.18 0.43
H 4.78 -2.92 4.00
H 3.77 -5.13 4.38
H 1.66 -5.76 3.23
H 0.62 -4.15 1.66
```

Summary:
LUMO energy = -4.397 eV
ΔE to the lowest compared entry with this formula, charge and spin = 0.049 eV
net charge = +1
largest force on an atom = 1.35 eV/A

***

Record 4
This record from the OMol25 dataset describes a 2-piece molecular cluster, C46H47F6N5O overall at a distorted geometry. The level of theory is wB97M-V/def2-TZVPD.

Geometry as XYZ:
```
105
Properties=species:S:1:pos:R:3
C -4.05 2.67 5.45
O -3.31 1.43 5.51
C -2.00 1.43 5.12
C -1.31 0.19 5.21
C -0.01 0.11 4.79
C 0.66 1.22 4.23
C 2.02 1.06 3.70
C 3.04 1.89 4.12
C 4.40 1.57 3.87
N 5.52 1.27 3.69
C 2.83 3.03 4.95
N 2.69 3.96 5.65
C -0.01 2.46 4.22
C -1.32 2.57 4.65
H -5.04 2.39 5.78
H -3.60 3.42 6.12
H -4.08 3.06 4.42
H -1.84 -0.67 5.62
H 0.54 -0.82 4.92
H 2.30 0.08 3.32
H 0.52 3.34 3.86
H -1.82 3.54 4.62
C -1.44 3.46 -1.52
C 0.01 3.71 -1.08
C 0.13 5.14 -0.54
C 0.99 3.40 -2.20
C 1.49 4.43 -3.00
C 2.15 4.14 -4.19
C 2.34 2.81 -4.58
C 1.91 1.76 -3.78
C 2.16 0.34 -4.29
C 3.64 -0.03 -4.17
C 1.65 0.12 -5.71
C 1.30 2.06 -2.54
N 0.85 0.97 -1.72
N 0.04 0.05 -2.30
N -0.25 -0.84 -1.32
C -1.02 -2.03 -1.60
C -0.45 -3.30 -1.38
C 1.07 -3.46 -1.22
C 1.77 -3.41 -2.58
C 1.47 -4.69 -0.42
C -1.29 -4.41 -1.42
C -2.62 -4.28 -1.80
C -3.12 -3.03 -2.17
C -2.32 -1.89 -2.08
C -2.93 -0.53 -2.45
C -4.00 -0.11 -1.45
C -3.44 -0.51 -3.89
C 0.32 -0.46 -0.12
C 0.14 -1.26 1.06
C -1.13 -1.75 1.45
C -1.25 -2.61 2.52
C -2.64 -3.03 2.93
F -2.64 -4.14 3.73
F -3.29 -2.03 3.61
F -3.41 -3.32 1.83
C -0.14 -3.03 3.24
C 1.10 -2.50 2.91
C 2.31 -2.88 3.73
F 3.42 -2.13 3.42
F 2.08 -2.69 5.08
F 2.65 -4.20 3.56
C 1.25 -1.61 1.85
C 1.04 0.70 -0.34
C 1.74 1.43 0.62
H -1.58 2.44 -1.89
H -2.13 3.63 -0.69
H -1.70 4.15 -2.34
H 0.25 3.03 -0.26
H 1.17 5.37 -0.27
H -0.22 5.87 -1.28
H -0.48 5.24 0.36
H 1.32 5.46 -2.71
H 2.52 4.94 -4.82
H 2.83 2.58 -5.53
H 1.59 -0.33 -3.65
H 3.98 0.10 -3.13
H 3.80 -1.08 -4.44
H 4.25 0.60 -4.82
H 0.58 0.38 -5.77
H 2.20 0.72 -6.44
H 1.75 -0.94 -5.99
H 1.41 -2.59 -0.65
H 1.48 -2.52 -3.15
H 2.86 -3.39 -2.45
H 1.51 -4.30 -3.18
H 0.96 -4.70 0.55
H 1.23 -5.61 -0.96
H 2.55 -4.68 -0.23
H -0.89 -5.40 -1.16
H -3.27 -5.16 -1.82
H -4.15 -2.93 -2.51
H -2.11 0.19 -2.41
H -3.60 -0.14 -0.42
H -4.33 0.92 -1.66
H -4.87 -0.77 -1.51
H -2.63 -0.75 -4.58
H -4.26 -1.23 -4.03
H -3.81 0.49 -4.14
H -2.02 -1.44 0.89
H -0.25 -3.73 4.06
H 2.23 -1.21 1.59
H 1.84 0.96 1.58
H 2.24 2.34 0.31
```

Summary:
LUMO energy = -0.671 eV
ΔE to the lowest compared entry with this formula, charge and spin = 0.000 eV
largest force on an atom = 3.18 eV/A

***

- The highest LUMO energy belongs to which entry?
  C46H47F6N5O